Record 1
Here is a molecular structure, C18H41I2N6O5S from OMol25. Energies are from wB97M-V/def2-TZVPD.

The geometry in XYZ format:
```
73
C18H41I2N6O5S wB97M-V/def2-TZVPD
C 2.9380 0.6498 -1.7242
C 2.5890 1.9756 -0.8926
I 4.2200 3.0285 0.1209
C 1.2639 2.4522 -0.8116
I 0.8437 4.2312 0.3894
N 0.1069 1.8063 -1.5011
S -1.1853 1.4035 -0.3596
H 3.7940 0.0777 -1.2326
H 3.1669 0.8813 -2.8149
H 2.0482 -0.0748 -1.7037
H -0.2310 2.4803 -2.2307
H 0.3422 0.9283 -2.0003
H -1.0823 0.0124 -0.2136
C -0.7267 -2.9381 -1.2049
C -0.6903 -2.5020 -2.6437
O 0.1279 -1.6762 -3.0511
N -1.5916 -3.0425 -3.4997
C -2.6251 -4.0189 -3.2182
H 0.0556 -2.4152 -0.6534
H -1.6925 -2.6853 -0.7616
H -0.5451 -4.0114 -1.1259
H -1.5027 -2.6987 -4.4455
H -2.4518 -4.8941 -3.8471
H -3.5912 -3.5813 -3.4768
H -2.6322 -4.3199 -2.1736
C -3.9081 3.4885 -4.4148
C -2.6587 3.9168 -3.6959
O -1.5883 3.3174 -3.8256
N -2.7273 4.9972 -2.8806
C -3.8718 5.8360 -2.5832
H -3.6908 2.6122 -5.0247
H -4.6844 3.2244 -3.6942
H -4.2572 4.2879 -5.0709
H -1.8446 5.2136 -2.4400
H -3.6307 6.8609 -2.8708
H -4.0525 5.8023 -1.5071
H -4.7658 5.5130 -3.1105
C -1.3806 3.8729 3.4356
C -2.7262 3.8590 4.1114
O -3.5198 2.9423 3.9530
N -3.0480 4.9059 4.9165
C -2.2540 6.0764 5.2303
H -1.2716 2.9741 2.8292
H -1.2990 4.7435 2.7813
H -0.5842 3.8840 4.1828
H -3.9646 4.8241 5.3323
H -2.1037 6.1109 6.3111
H -2.8106 6.9634 4.9207
H -1.2880 6.0633 4.7313
C 1.9333 -1.9260 3.5186
C 1.8152 -2.0127 2.0223
O 0.8746 -2.5784 1.4729
N 2.7910 -1.4412 1.2689
C 3.9746 -0.7310 1.7114
H 1.0817 -2.4273 3.9769
H 2.8469 -2.4219 3.8525
H 1.9313 -0.8810 3.8363
H 2.6393 -1.5434 0.2759
H 3.9339 0.2772 1.2958
H 4.8525 -1.2469 1.3166
H 4.0437 -0.6762 2.7948
C 1.8794 -5.1578 0.8085
C 3.0408 -5.8416 1.4783
O 3.4480 -5.4966 2.5807
N 3.6437 -6.8711 0.8240
C 3.3167 -7.4254 -0.4731
H 1.5097 -4.3600 1.4574
H 2.1986 -4.7151 -0.1380
H 1.0688 -5.8704 0.6390
H 4.4130 -7.2767 1.3375
H 3.0752 -8.4826 -0.3450
H 4.1944 -7.3370 -1.1169
H 2.4754 -6.9159 -0.9366
```

Calculated values
charge	+1
calculated total energy	-2408.5181	a.u.

Record 2
Here is 2 unconnected molecules or ions with the total composition C5H12NO from OMol25. Energies are from wB97M-V/def2-TZVPD.

The geometry in XYZ format:
```
19
C5H12NO wB97M-V/def2-TZVPD
C 1.6390 0.6047 -0.4714
C 0.2133 0.9131 0.0089
C -0.1811 0.2696 1.2829
C -0.3049 0.7871 2.5162
C -1.1274 -1.7556 0.3164
N -0.5103 -1.1679 1.2726
H 2.1957 0.0358 0.2701
H 2.2285 1.4948 -0.6878
H 1.6993 0.0008 -1.3737
H -0.4715 0.4782 -0.7251
H 0.0728 1.9816 0.1650
H -0.4237 1.8661 2.4791
H -0.0483 0.3101 3.4524
H -1.5859 -2.7330 0.4123
H -1.4439 -1.1740 -0.5470
H -0.6523 -1.6575 2.1571
H 0.3011 -0.3009 -3.3847
H -1.0083 0.0801 -3.9931
O -0.5920 -0.0331 -3.1503
```

Calculated values
charge	+1
calculated total energy	-327.3847	a.u.

Record 3
Here is a molecular structure, C24H35N5O6S2Si2Tc from OMol25. Energies are from wB97M-V/def2-TZVPD.

The geometry in XYZ format:
```
75
C24H35N5O6S2Si2Tc wB97M-V/def2-TZVPD
Tc -0.6818 0.0960 -0.0045
O -1.6933 -1.5801 3.5995
C -1.3438 -0.8997 2.6541
O -1.1109 -1.3341 1.4583
C -0.9863 0.5620 2.8158
C -1.0327 1.2996 3.9778
C -0.5102 2.6030 3.9691
C 0.1179 3.0803 2.8321
C 0.1313 2.2904 1.6834
N -0.4715 1.0643 1.6751
C 0.8106 2.5326 0.3936
O 1.5981 3.4639 0.2030
O 0.5785 1.5754 -0.4782
H -1.4817 0.8726 4.8592
H -0.5960 3.2293 4.8431
H 0.5774 4.0572 2.8035
O -4.2874 -1.4711 -3.8811
C -5.0675 -0.8144 -3.0120
C -6.4303 -0.7243 -3.3057
C -7.2891 -0.0373 -2.4750
C -6.8077 0.5692 -1.3214
C -5.4700 0.4640 -1.0070
C -4.5789 -0.2188 -1.8367
C -3.1611 -0.2764 -1.4418
O -2.8019 0.2402 -0.3387
N -2.3009 -0.8609 -2.2511
N -1.0113 -0.8686 -1.7780
C -0.2337 -1.5526 -2.5596
S 1.4741 -1.7331 -2.2873
C 1.6258 -3.1646 -3.4298
C 0.7131 -2.9110 -4.6045
S -0.9117 -2.3440 -3.9730
H -3.3629 -1.4312 -3.5552
H -6.7930 -1.2045 -4.2015
H -8.3379 0.0268 -2.7264
H -7.4788 1.1171 -0.6764
H -5.0725 0.9129 -0.1100
H 1.3460 -4.0566 -2.8698
H 2.6692 -3.2311 -3.7319
H 0.5285 -3.8147 -5.1804
H 1.1158 -2.1328 -5.2543
C 3.1153 1.6238 -2.0438
Si 4.1302 0.7984 -0.6758
C 5.5622 -0.1474 -1.4972
C 4.8920 2.0779 0.5255
C 3.0224 -0.3313 0.4914
Si 3.4448 -2.1688 1.0048
C 4.5049 -2.1421 2.5936
C 4.4481 -3.0768 -0.3348
C 1.8278 -3.1526 1.1929
H 3.7378 1.8405 -2.9082
H 2.6884 2.5610 -1.6962
H 2.2886 0.9966 -2.3648
H 6.1179 0.5390 -2.1295
H 5.2031 -0.9481 -2.1313
H 6.2623 -0.5689 -0.7864
H 5.6554 2.6599 0.0198
H 5.3720 1.6155 1.3852
H 4.1468 2.7894 0.8697
H 2.0633 -0.3983 -0.0363
H 5.2926 -1.3950 2.5670
H 4.9906 -3.1049 2.7021
H 3.9073 -1.9843 3.4840
H 5.5008 -2.8234 -0.3089
H 4.0750 -2.8790 -1.3323
H 4.3672 -4.1452 -0.1619
H 1.3078 -2.9936 2.1315
H 2.0471 -4.2150 1.1377
H 1.1280 -2.9198 0.3935
N 2.7305 0.4238 1.7335
N 2.0309 -0.3578 2.7001
H 3.6327 0.6751 2.1566
H 2.2363 1.3010 1.4755
H 1.7682 0.2098 3.5026
H 1.1900 -0.7556 2.2842
```

Calculated values
expectation value of S²	1.048
calculated total energy	-3116.9750	a.u.
spin multiplicity	2

Record 4
Here is 2 unconnected molecules or ions with the total composition C3H6ClN2O from OMol25. Energies are from wB97M-V/def2-TZVPD.

The geometry in XYZ format:
```
13
C3H6ClN2O wB97M-V/def2-TZVPD
C -0.3184 0.3830 -0.0262
C -3.9721 -0.1031 0.8786
C -0.6002 -1.9226 -0.4362
N 0.2325 1.6105 -0.3624
N -0.0577 -0.7044 -0.7004
O -2.8945 -0.0983 1.2909
Cl -4.8787 0.4233 -0.3878
H -1.2002 0.3846 0.5852
H -0.4327 -2.6549 -1.1716
H -1.1073 -2.1205 0.5127
H 0.4314 2.3178 0.3850
H 0.7778 1.5981 -1.2542
H 0.5593 -0.6705 -1.4425
```

Calculated values
charge	+1
calculated total energy	-762.4746	a.u.